Record 1
{"formula": "C10H16N2O2S", "method": "ωB97M-V/def2-TZVPD", "homo_energy_ev": -8.5, "smiles": "CN(C)[C@H](NS(C)(=O)=O)c1ccccc1", "lumo_energy_ev": 0.68, "species": ["S", "O", "O", "N", "N", "C", "C", "C", "C", "C", "C", "C", "C", "C", "C", "H", "H", "H", "H", "H", "H", "H", "H", "H", "H", "H", "H", "H", "H", "H", "H"], "coordinates": [[-0.346605, 1.549598, -1.525673], [-1.093551, 1.118457, -2.688952], [1.086119, 1.413012, -1.509659], [-2.143658, -0.078877, 1.769265], [-1.164176, 0.698794, -0.254094], [0.864844, -0.813995, 1.431135], [-0.633211, 3.243112, -1.169250], [3.027566, -0.134992, 2.331173], [2.201275, -1.127887, 1.808472], [-1.841208, -1.058013, 2.832756], [-3.495006, 0.460177, 1.749289], [0.305197, 0.466070, 1.672609], [1.152015, 1.461226, 2.193698], [-1.109014, 0.709574, 1.157389], [2.515879, 1.130114, 2.523816], [-0.257771, 3.471856, -0.161932], [-1.746594, -0.014980, -0.582649], [-3.932840, 0.677319, 0.753144], [0.767979, 2.438230, 2.451026], [4.064519, -0.357451, 2.567169], [3.159498, 1.918081, 2.943757], [-4.186188, -0.223025, 2.236799], [-3.554446, 1.393900, 2.346926], [-2.761885, -1.235298, 3.380214], [-0.085257, 3.780388, -1.975688], [-1.108338, -0.623235, 3.508172], [-1.692064, 3.520345, -1.223100], [-1.469681, -2.055173, 2.434622], [2.580859, -2.140634, 1.638264], [0.255471, -1.606099, 0.983808], [-1.464828, 1.736165, 1.002922]], "forces_ev_per_a": [[-1.0281, -1.9171, 0.8348], [0.5105, 0.4986, 0.7198], [-0.6563, -0.1559, 0.3192], [-0.2490, -0.9743, -0.6156], [1.4348, -0.9119, -4.7043], [1.0366, -0.0583, 0.6794], [-0.2616, 0.8102, -0.2444], [-0.2453, -0.2222, -0.1379], [-1.4012, 0.2200, -0.6884], [0.2755, -0.0963, -0.9902], [-0.1123, 0.7381, 0.2919], [1.0004, -0.2394, -0.2740], [0.9020, -1.4848, 0.4836], [0.1542, 2.3015, 1.4559], [-1.2649, 1.2158, -0.0847], [0.1616, -0.0392, -0.4429], [-0.6863, -1.1962, -1.3125], [0.6219, -0.2037, 0.3158], [-0.0043, 0.1263, -0.1934], [-0.1659, 0.0620, 0.0388], [-0.3872, -0.3947, -0.2478], [0.1014, -0.2249, -0.1033], [0.0220, -0.0915, -0.2914], [0.0114, -0.0672, 0.0596], [-0.2144, -0.2523, 0.7831], [0.1421, -0.3152, 0.2434], [0.1781, -0.3577, -0.0536], [-0.3646, 1.1931, 0.4783], [-0.1603, 0.4159, 0.0544], [0.1959, 0.3813, 0.1005], [0.4532, 1.2402, 3.5258]]}

Record 2
{"formula": "C4H12NO3", "method": "ωB97M-V/def2-TZVPD", "multiplicity": 2, "homo_energy_ev": [-9.9, -9.9], "lumo_energy_ev": [0.67, -2.22], "s2": 0.755, "species": ["O", "O", "O", "N", "C", "C", "C", "C", "H", "H", "H", "H", "H", "H", "H", "H", "H", "H", "H", "H"], "coordinates": [[1.188657, -1.708291, 0.542781], [-1.526905, 1.114075, 3.128965], [1.577738, -0.866335, -2.038662], [-0.508307, 1.360827, -0.340376], [0.252989, -0.656820, 0.541367], [0.746631, 0.614216, -0.294480], [1.450616, 0.422603, -1.696215], [-1.014223, -1.348768, -0.110824], [-0.588646, -1.587166, -1.081123], [1.525683, 0.947000, 0.382578], [-1.132426, -2.296339, 0.411891], [0.984806, 1.173691, -2.382176], [-0.577572, 2.359739, -0.564614], [1.526344, -1.720461, -0.365470], [-1.197413, 1.083582, 2.215072], [0.042686, -0.402700, 1.566725], [-0.977708, 0.906139, -1.127115], [-1.942225, -0.789753, -0.182162], [2.536784, 0.714645, -1.533351], [-2.367509, 0.680117, 2.927188]], "forces_ev_per_a": [[0.9630, 0.3889, 0.2604], [-0.3812, -0.4323, -1.0713], [-0.3151, -0.0847, -0.9201], [-0.1924, 0.4687, -0.9894], [-1.0077, -1.2725, -2.2396], [-0.4358, -0.7791, 2.0221], [0.2989, 0.4593, 1.2097], [1.3904, 0.5068, 0.4171], [-0.6073, -0.2255, -0.5868], [-0.2279, 1.0945, 0.0969], [-0.2552, 0.1151, 0.0404], [0.3141, -0.8596, -0.2426], [0.9679, -0.3967, 0.2338], [0.1467, -0.3563, 0.1501], [0.5464, 0.4780, 0.1987], [0.2145, 0.4988, 0.2893], [-0.4861, 0.2494, 0.4673], [0.0152, 0.0264, 0.0566], [-0.7364, 0.0665, -0.1361], [-0.2122, 0.0541, 0.7435]]}

Record 3
{"formula": "CH3Cl2FN2O2S2", "method": "ωB97M-V/def2-TZVPD", "multiplicity": 3, "homo_energy_ev": [-9.1, -9.6], "lumo_energy_ev": [0.33, -2.94], "s2": 2.009, "species": ["Cl", "Cl", "S", "S", "F", "O", "O", "N", "N", "C", "H", "H", "H"], "coordinates": [[-3.333206, -0.104871, 1.264990], [-4.858555, 0.687277, -0.987638], [-0.271187, -0.920855, 0.630303], [-2.369239, -0.247681, -1.674085], [-0.835217, -2.801092, -0.846854], [-0.969161, -1.695713, 1.577980], [-0.559052, 0.462170, 0.544156], [-0.357254, -1.556377, -0.907583], [1.373218, -1.132649, 0.877960], [-3.111053, 0.652903, -0.313955], [1.650687, -1.772121, 1.574834], [2.201007, -0.626857, 0.500719], [-2.702455, 1.655802, -0.464467]], "forces_ev_per_a": [[0.2726, 0.7705, -0.3269], [0.4169, 0.4559, 0.1153], [2.4645, -0.1168, 1.4494], [-0.2595, 0.2222, 0.2378], [-0.0891, -0.9345, 0.2071], [0.2853, -1.0688, 0.4639], [0.4930, 0.8988, -0.9190], [0.3928, 0.4050, -1.0242], [0.0308, 0.9434, -0.6710], [-1.7712, -0.5096, -1.6116], [-0.2049, -0.8853, 0.8126], [-1.7594, -0.1105, 0.0050], [-0.2719, -0.0702, 1.2617]]}

Record 4
{"formula": "C4H6S", "method": "ωB97M-V/def2-TZVPD", "homo_energy_ev": -9.3, "lumo_energy_ev": -0.23, "species": ["S", "C", "C", "C", "C", "H", "H", "H", "H", "H", "H"], "coordinates": [[4.042268, -0.086780, 0.058439], [2.537211, -0.808808, 0.130448], [-1.543143, -0.240397, 0.484852], [2.388870, 0.646293, -0.076461], [-0.722998, -0.844973, -0.349280], [-0.357619, -1.840311, -0.155077], [-0.378602, -0.379694, -1.258208], [-1.923339, 0.755219, 0.317615], [-1.885529, -0.721473, 1.385512], [2.075672, 1.273661, 0.748691], [2.119127, 1.020048, -1.056278]], "forces_ev_per_a": [[0.3312, 0.2592, -0.0098], [-0.4170, -0.4456, 0.0308], [-0.2097, 0.1623, 0.1522], [0.2961, 0.2993, -0.0326], [0.0614, -0.1741, -0.0777], [0.0811, -0.1177, 0.0230], [0.0350, 0.1288, -0.1623], [0.0044, 0.1636, -0.1285], [-0.0264, -0.1435, 0.1891], [-0.0756, -0.0658, 0.0696], [-0.0806, -0.0664, -0.0539]]}

Record 5
{"formula": "C17H17N6PdS3", "method": "ωB97M-V/def2-TZVPD", "total_charge": 3, "multiplicity": 5, "homo_energy_ev": [-18.0, -18.0], "lumo_energy_ev": [-10.05, -12.30], "s2": 6.063, "species": ["Pd", "S", "S", "S", "N", "N", "N", "N", "N", "N", "C", "C", "C", "C", "C", "C", "C", "C", "C", "C", "C", "C", "C", "C", "C", "C", "C", "H", "H", "H", "H", "H", "H", "H", "H", "H", "H", "H", "H", "H", "H", "H", "H", "H"], "coordinates": [[0.137751, 0.210393, 0.234739], [-0.109037, 0.476423, 5.100617], [-0.202806, 1.501561, 2.372282], [-1.494378, -1.549807, 0.902949], [1.552605, -0.578322, 1.849028], [-0.491839, 0.420707, -1.848176], [2.164590, -0.441754, -0.731007], [-3.959843, -0.454873, 0.990972], [-2.186196, 0.907544, 0.346749], [1.364200, -0.524577, 3.157686], [-4.389836, 1.802375, 0.511352], [0.411686, 0.373651, 3.497946], [-3.026980, 1.929203, 0.244040], [-1.245618, 0.700389, -4.495450], [-4.840863, 0.563011, 0.885597], [4.282578, -1.537174, -0.329399], [3.739636, -0.754933, -2.504472], [2.511999, -0.304407, -1.996960], [2.685641, -1.118583, 1.479863], [-0.857846, -0.649918, -2.565571], [1.013829, -0.586536, 6.031023], [-0.501307, 1.630283, -2.429567], [3.054478, -1.053110, 0.100251], [-1.240061, -0.548521, -3.891380], [-0.867673, 1.809803, -3.749174], [4.634315, -1.387219, -1.669445], [-2.638867, -0.291767, 0.738553], [0.786488, -0.363836, 7.072636], [-0.835238, -1.606540, -2.058532], [-0.190506, 2.469462, -1.817200], [0.797426, -1.629500, 5.812149], [-1.524108, -1.438683, -4.434869], [1.809501, 0.182939, -2.658657], [-4.291655, -1.374055, 1.270531], [2.047003, -0.338234, 5.806386], [-5.873873, 0.330218, 1.109343], [3.961085, -0.597478, -3.551299], [-0.852055, 2.800726, -4.180708], [4.950820, -2.013328, 0.376233], [-2.606828, 2.878268, -0.069187], [5.584200, -1.750953, -2.036942], [3.340303, -1.542374, 2.236642], [-5.065641, 2.639454, 0.422073], [-1.537082, 0.810075, -5.531645]], "forces_ev_per_a": [[0.1666, 0.0989, -0.4004], [0.1066, -0.0555, -0.0605], [-0.0722, 0.2863, 0.1889], [-0.0668, 0.0650, -0.0563], [-0.0532, 0.1559, 0.2350], [-0.0821, 0.0863, -0.0468], [-0.0257, -0.1759, 0.1089], [0.1045, 0.0054, -0.0422], [-0.0723, -0.3530, 0.3120], [-0.0269, 0.0226, 0.0839], [-0.0412, -0.0752, -0.0013], [0.1204, -0.1653, -0.0933], [-0.0772, 0.0104, -0.0958], [0.0066, 0.0087, 0.0158], [0.0306, 0.0896, -0.0245], [0.0047, -0.0081, 0.0241], [0.0744, -0.0379, -0.0024], [-0.0857, 0.0551, 0.0032], [0.0324, -0.0683, -0.0663], [-0.0105, -0.0502, -0.0069], [-0.0647, 0.0453, 0.0115], [0.0456, 0.0480, 0.0021], [-0.0884, -0.0092, -0.0013], [0.0101, -0.0114, 0.0279], [0.0074, -0.0037, 0.0159], [-0.0356, 0.0223, -0.0076], [0.0511, -0.0123, -0.0806], [0.0068, -0.0187, 0.0044], [-0.0060, 0.0024, -0.0143], [-0.0098, 0.0027, -0.0179], [-0.0033, -0.0022, -0.0105], [-0.0029, -0.0032, -0.0037], [-0.0040, 0.0014, 0.0339], [0.0083, -0.0013, -0.0044], [0.0054, 0.0266, -0.0140], [-0.0083, 0.0355, -0.0030], [0.0124, -0.0076, -0.0002], [-0.0002, 0.0074, -0.0019], [0.0061, -0.0062, 0.0025], [-0.0017, 0.0122, 0.0294], [0.0039, -0.0005, 0.0017], [0.0409, -0.0199, -0.0421], [-0.0043, 0.0028, 0.0006], [-0.0016, -0.0051, -0.0038]]}

Record 6
{"formula": "C5H8N2", "method": "ωB97M-V/def2-TZVPD", "homo_energy_ev": -9.0, "smiles": "C=C=NN1C[C@@H]1C", "lumo_energy_ev": 0.84, "species": ["N", "N", "C", "C", "C", "C", "C", "H", "H", "H", "H", "H", "H", "H", "H"], "coordinates": [[-0.314932, 1.294123, 0.744888], [0.309522, -0.116098, 0.760490], [0.572540, 0.345274, -1.722615], [0.645147, -0.615656, -0.569205], [-1.458850, 0.960448, 1.109632], [-2.405916, 0.136360, 1.480788], [1.714449, -0.473849, 0.440472], [0.250208, -1.616640, -0.761378], [2.501087, 0.263092, 0.308465], [-0.477768, 0.521136, -1.973704], [-3.001982, -0.425459, 0.762411], [1.092608, -0.043743, -2.603066], [2.060565, -1.393427, 0.934992], [-2.495721, -0.141300, 2.525220], [1.009044, 1.305738, -1.437389]], "forces_ev_per_a": [[-0.0840, -1.0532, 0.5272], [0.1539, -0.4260, 0.0150], [-0.0369, 0.0967, -0.0289], [-0.0633, -0.0915, -0.2731], [0.7475, -0.6895, -0.2830], [-0.2307, 0.0966, 0.0632], [0.1852, 0.2792, 0.0529], [0.0752, 0.2184, -0.0067], [-0.2922, 0.1726, -0.1310], [0.1222, 0.0331, -0.1300], [0.0164, 0.5069, 0.0650], [-0.0871, 0.0131, 0.1274], [-0.3197, 0.6347, 0.1578], [-0.1524, 0.3273, -0.0275], [-0.0342, -0.1183, -0.1282]]}

Record 7
{"formula": "C3H6S2", "method": "ωB97M-V/def2-TZVPD", "homo_energy_ev": -8.6, "smiles": "CSCC=S", "lumo_energy_ev": -0.18, "species": ["S", "S", "C", "C", "C", "H", "H", "H", "H", "H", "H"], "coordinates": [[1.239064, 0.824788, 0.175619], [-2.781684, 1.381881, 1.444238], [-1.260775, 0.719184, 1.363970], [-0.498891, 0.394025, 0.089134], [1.409053, -0.691424, -0.963290], [0.877311, -0.433150, -1.824695], [2.313618, -0.695294, -1.377310], [-0.582323, -0.598842, 0.458561], [-0.909755, 0.461982, -0.983777], [-0.910552, 0.434668, 2.398793], [1.104934, -1.797818, -0.781243]], "forces_ev_per_a": [[-0.2345, -2.6285, -1.1500], [1.4265, -0.6550, -0.3433], [-2.6018, 2.2533, 0.3118], [-1.2177, 0.9196, 1.3357], [-1.7471, -0.7404, 1.4916], [-1.5087, 0.5847, -1.2049], [4.3006, -0.2046, -1.0146], [0.6087, -2.0712, -0.8753], [-0.0014, 0.3992, 2.1507], [0.5805, -0.0013, -1.6340], [0.3949, 2.1441, 0.9323]]}